Density functional theory data (wB97M-V/def2-TZVPD) for a 3-piece molecular cluster, C3HClO4P overall in a non-equilibrium geometry.

Summary:
Spin multiplicity: 1
HOMO level: -4.66 eV
Orbital gap: 8.43 eV
Total charge: -1

Structure (XYZ):
```
10
Properties=species:S:1:pos:R:3:forces:R:3
C -1.113 1.691 -0.072 -1.50 0.87 -0.68
C 2.452 -0.145 0.562 -2.65 0.82 -1.54
C 1.425 0.130 -0.056 -0.26 -1.11 0.05
O -1.446 2.038 -1.138 0.45 -0.12 -0.43
O -1.125 1.623 1.083 0.70 -0.41 1.14
O -2.420 -1.217 -0.593 0.41 0.12 -0.71
O 0.299 0.204 -0.683 1.20 -0.47 0.57
P -1.060 -1.679 -0.955 -0.34 0.80 0.58
Cl -0.396 -2.436 0.869 0.49 -0.42 0.29
H 3.383 -0.209 0.982 1.49 -0.09 0.73
```
Forces are in eV/Å.